# 1
# C46H45BF6N2O3S

2 unconnected molecules or ions with the total composition C46H45BF6N2O3S at a distorted geometry (ωB97M-V/def2-TZVPD, the OMol25 dataset).

```
104
Properties=species:S:1:pos:R:3:mulliken_charge:R:1
C -3.7778 -5.3490 -3.1692 -1.11
H 6.1793 -2.6229 0.2561 0.38
H -5.0126 0.0127 0.8643 0.57
H 2.7351 2.2865 -0.5899 -0.18
C 5.4828 3.8948 2.6292 -0.42
C 0.9440 2.0692 0.5042 -0.55
C -1.6586 5.9003 -2.8405 -0.77
C -4.8340 -6.2431 -3.6117 -0.57
F -4.0899 0.1376 -2.7710 -0.29
N 0.9562 5.6423 0.6277 0.35
C 4.1094 4.1511 4.6260 -0.43
C -3.3191 -2.1624 -1.1413 -0.71
H 5.5709 3.8586 1.5408 0.22
H 0.7481 7.6964 0.8201 0.38
C -0.5486 3.9316 1.1055 -0.18
C -0.8288 3.3194 -2.1763 0.24
B -2.6031 -4.6363 -0.8164 1.96
F -2.2430 0.4629 -1.6145 -0.18
C 4.6167 0.5925 -1.2523 -0.21
H 1.4681 -5.0060 1.7967 0.40
H -0.9328 -6.0141 1.7744 0.35
H -7.3904 -7.6433 -2.1223 0.25
H -0.7273 5.5403 -4.7603 0.41
O -1.0942 6.3086 1.4622 -0.67
H 2.0715 -4.1644 0.3221 0.41
C -5.3954 -7.0019 -2.6049 0.55
C 6.6039 3.7172 3.4377 -0.69
C 5.7380 -1.7135 -0.1568 -0.64
C -4.5830 -0.9127 0.5154 -1.19
C 3.0275 4.3241 2.4127 -0.06
S -4.5329 -6.7060 -1.1238 -0.25
H 1.9528 4.4216 -0.7670 0.57
C 1.7225 4.4449 0.3136 -0.53
C 6.4872 3.7491 4.8358 -0.43
F -5.9704 -3.3246 2.8464 -0.27
C -6.5261 -7.9588 -2.7190 -1.23
C 5.2273 3.9643 5.4254 -0.58
C -3.5613 -5.4301 -1.8139 0.32
C -4.1648 -3.2873 0.7995 -0.99
H 1.3786 -6.1719 -1.0708 0.43
H 0.1806 1.4007 0.9143 0.53
F -6.5115 -1.2064 2.5390 -0.28
C -0.2448 -3.9765 -1.0049 -1.04
C -1.9178 5.3870 -1.5704 -0.20
C -3.4179 -3.2891 -0.3607 0.07
H -0.7400 3.6028 2.1413 0.54
C -0.3083 5.4365 1.1177 0.24
H -0.3153 -6.7594 -1.0074 0.28
C -3.6104 0.2516 -1.4911 0.87
H 7.3655 3.6092 5.4626 0.38
C 2.4773 0.2189 -0.0138 -0.23
H 0.7731 -6.9935 0.3981 0.43
C -4.7221 -2.0909 1.2363 0.21
H -4.3280 -4.2000 1.3630 0.59
H 6.4602 0.7820 -2.3526 0.39
C 5.9009 0.1963 -1.6214 -0.75
C -0.5333 3.8404 -3.4372 -1.14
H -1.2640 -4.2565 1.7469 0.35
H 2.4141 7.0787 1.0536 0.31
C -3.8742 -0.9728 -0.6752 0.27
H 7.5792 3.5524 2.9727 0.37
C 2.0772 1.5527 -0.1134 0.06
C -1.7010 3.5778 0.1725 -1.11
H -5.1890 -6.3158 -4.6345 0.31
O -2.3241 -5.4003 0.3928 -0.76
H 7.4477 -1.3128 -1.4357 0.39
H -0.5726 2.2882 -1.9296 0.58
C 3.0077 4.3575 1.0719 -1.01
H 3.9117 -1.8934 0.9821 0.38
H -1.8306 2.4907 0.1584 0.23
C -1.1318 -5.1524 1.1086 -1.36
H -3.2568 -4.6888 -3.8607 0.41
F -4.6428 -1.7302 3.5927 -0.28
C 4.2109 4.1266 3.2156 0.88
H -0.2756 -2.9368 -0.6205 0.14
H 0.0180 3.2281 -4.1536 0.42
C -1.4672 4.1093 -1.2189 0.36
H 3.9255 4.3327 0.4701 0.44
H 0.8400 -3.3885 1.3613 0.40
C 0.5033 -6.3120 -0.4208 -1.91
N 0.7347 3.3940 0.6648 0.61
H 4.1968 1.5025 -1.6829 0.49
C 4.4527 -1.3241 0.2214 -0.44
H -6.8600 -8.0499 -3.7576 0.33
H -2.6022 4.0417 0.5949 0.60
H -2.8119 -2.1944 -2.1014 0.50
H 1.7194 7.1682 -0.5869 0.36
H 0.5357 -4.0446 -1.7792 0.42
C -5.4631 -2.0874 2.5443 0.90
H 5.1292 3.9870 6.5130 0.37
F -4.1317 1.3934 -0.9569 -0.32
H 1.8316 -0.4629 0.5517 0.38
H 3.1194 4.3238 5.0615 0.36
H -2.4665 5.9757 -0.8299 0.44
C 1.4931 6.9743 0.4705 -1.08
C 0.0776 -4.9649 0.1510 2.66
O -1.4709 -4.2803 -1.6278 -0.80
C 6.4659 -0.9749 -1.1023 -0.35
C 1.1935 -4.3483 0.9592 -2.08
H -2.0072 6.9035 -3.0962 0.42
H 2.0778 4.4539 2.9594 0.16
H -6.2227 -8.9513 -2.3713 0.28
C -0.9484 5.1344 -3.7724 -0.51
C 3.8173 -0.1912 -0.3696 0.88
```

The calculation puts the highest occupied orbital energy at -6.25 eV. The value obtained for the energy above the lowest of the compared OMol25 structures with the same formula, charge and spin is 0.00 kcal per mole. As for the total energy: -3137.3714 Eh. The value obtained for the orbital gap is 3.100 eV. The largest force on an atom comes out at 0.052 Eh/bohr. Its net charge is 0. As for the LUMO energy: -3.152 eV.

=====

# 2
# C19H64N14O19

13 unconnected molecules or ions with the total composition C19H64N14O19 at a distorted geometry (ωB97M-V/def2-TZVPD, the OMol25 dataset).

```
116
Properties=species:S:1:pos:R:3:mulliken_charge:R:1
N -3.9733 3.1177 -0.1782 -0.26
H 4.6408 2.5600 -2.5713 0.49
H -3.7116 3.8446 -0.8287 0.19
H 1.7514 -3.0455 -5.4792 0.30
H 3.0050 1.7355 3.4240 0.08
H 2.0162 0.1379 -1.0933 -0.36
H 1.0816 -2.5484 -2.5070 0.12
O 0.0715 -3.6248 -4.5578 -0.49
H 0.6412 -0.1775 5.1949 0.22
H 3.1091 2.7651 -3.3036 0.19
O 5.0027 2.8023 2.4587 -0.81
H 1.5955 -3.2999 0.3007 0.23
N 3.4616 3.9220 1.3173 -0.23
H -0.7562 -0.7908 -1.3763 -0.15
O 2.8967 0.8592 5.1613 -0.80
C 1.0588 -3.9395 3.5521 0.82
C -0.1807 0.2780 1.6900 -0.17
O -0.2569 -0.2969 -0.7218 0.56
H 3.3299 2.0548 -0.8754 -0.35
H -2.2523 -2.6490 -4.4096 0.02
H -2.7814 0.9597 -6.0594 0.22
C -2.0879 3.8072 2.8916 -0.23
H -0.5144 0.8801 -2.9304 -0.44
H -1.9625 -1.5519 4.0031 0.13
N -2.6992 1.4087 -5.1585 -0.42
H 3.2748 -4.2677 -2.8816 0.34
N -1.8591 -2.2715 3.3019 0.29
H -0.3451 3.0059 2.5120 0.22
O -0.7667 3.4126 3.2725 -0.56
O -2.7514 -2.5865 -1.7932 -0.34
O 1.2439 5.5607 0.0099 -0.53
H -4.7692 -2.9827 3.7593 0.24
H -2.6108 1.8404 2.2056 -0.12
H 1.2627 -1.6503 4.3522 0.26
C 2.5650 -0.2732 4.7991 0.43
C -0.9776 -0.2202 0.4824 -0.21
O -4.2558 3.0776 2.6739 -0.71
H -3.1706 -4.1950 -3.0065 0.32
H -0.2773 5.9385 -1.2974 0.50
H -1.4273 -1.2052 0.6071 0.49
H 2.5952 3.9761 0.8009 0.04
H 2.8893 -3.9901 -0.5337 0.12
C 3.7718 1.9951 -2.9085 -0.82
H -0.0341 4.0375 -2.6351 0.44
O -2.9382 -4.0863 2.6380 -0.68
H 0.7868 -0.2101 1.8070 -0.32
H 3.2530 0.6534 -4.0435 0.33
C 1.8577 -2.8963 -3.1887 -0.16
H -3.3953 -1.3143 -4.1147 -0.03
O -0.5347 1.1990 -5.4775 -0.71
H -0.9145 -2.4863 3.0159 -0.25
H -3.8608 -1.7910 4.5605 0.17
H 4.1961 -0.8163 4.0725 0.23
H -2.3717 -3.2842 -1.2540 0.23
O 2.3161 -4.2423 -2.9254 -0.66
H 0.9459 -5.4148 4.8202 0.15
H -2.1610 1.2357 -2.8227 0.04
H -4.8805 0.1560 -0.1868 0.23
C 1.1691 -2.7283 -4.6140 -0.18
O -3.7914 1.6251 -1.7594 -0.79
H 0.9026 1.9591 -1.5615 -0.17
C 0.5867 3.9947 -1.7402 -0.24
H -4.5657 -3.1608 -2.6341 0.28
H -4.0811 -2.1476 -5.9117 0.34
N 1.3635 -0.8366 4.9420 -0.46
H 2.4802 -4.2557 2.1014 0.22
N 2.5591 -3.2072 0.0124 -0.46
H -3.4927 1.4821 -4.5379 0.22
N 2.7904 2.3596 2.6596 0.12
H 4.2490 4.4889 1.0372 0.19
C -3.5124 -3.1641 -2.9144 -0.51
H 0.3769 -4.3890 -4.0635 0.28
H 2.6406 -2.1542 -3.0324 0.35
N -1.3609 1.1176 -3.4277 0.54
H -0.5653 4.7721 0.0080 -0.27
C -3.2891 -2.3967 -4.1875 0.28
H -0.7561 0.0995 2.5984 0.17
N 1.8914 -4.5579 2.8644 -0.32
C -2.9600 2.6348 2.8653 0.17
H 0.8163 -1.6986 -4.6725 0.12
H 2.7639 -1.8753 3.7932 0.07
H -1.7489 0.4911 0.1870 -0.27
O -4.2418 -2.7411 -5.1744 -0.60
H 1.9570 -5.5248 3.1491 0.13
N 4.4326 -2.2234 -0.3189 -0.37
H 0.5371 1.7823 0.7089 -0.22
O 0.4292 2.6855 -1.1493 0.37
O 4.1062 1.0442 -3.8414 -0.61
C -1.4839 1.2100 -4.7315 0.64
N -3.8547 -2.6510 4.0309 -0.45
H -3.0392 2.1216 3.8237 0.36
H 3.9163 0.4979 -1.1977 -0.02
O 2.7281 -1.0664 0.4827 -0.37
H 1.8868 2.4988 2.2301 0.07
H 1.5201 4.1819 -2.2711 0.15
O 0.1573 1.6390 1.5788 0.68
C 3.7993 3.0056 2.1998 0.44
H -4.4224 3.3634 0.6924 0.27
O 0.7715 -2.8138 3.1965 -0.88
O 2.0555 0.7411 -1.8391 -0.01
C -2.8623 -3.0745 3.2720 0.73
H -2.4485 4.5340 3.6195 0.34
C 3.3133 1.2863 -1.6482 0.78
H 1.6234 6.2110 -0.5857 0.34
H -4.8697 2.3525 2.5361 0.32
H -5.3450 1.3457 1.0018 0.18
H -2.0392 4.3100 1.9258 -0.02
H 4.8083 -3.0586 -0.7448 0.14
N 0.4808 -4.5728 4.5123 -0.41
C -4.2097 1.9039 -0.6670 0.31
H -0.1816 -4.1696 5.1594 0.25
N -4.7538 1.0662 0.2321 -0.22
H 5.0207 -1.4023 -0.3068 0.27
C 3.2271 -2.0996 0.1191 0.41
C 0.1534 5.1067 -0.7400 -0.46
N 3.2194 -1.0553 4.1677 -0.12
```

The calculation puts the highest occupied orbital energy at -8.26 eV. The value obtained for the energy above the lowest of the compared OMol25 structures with the same formula, charge and spin is 98.28 kcal per mole. As for the total energy: -2958.4901 Eh. The value obtained for the orbital gap is 7.852 eV. The largest force on an atom comes out at 0.241 Eh/bohr. Its net charge is 0. As for the LUMO energy: -0.413 eV.

=====

# 3
# C7H14NO2

A gas-phase ion, C7H14NO2 (charge +1) at a distorted geometry (ωB97M-V/def2-TZVPD, the OMol25 dataset).

```
24
Properties=species:S:1:pos:R:3:mulliken_charge:R:1
H -1.9659 -1.4495 -1.4644 0.38
O -1.6358 3.1588 -0.7266 -0.45
H 0.4807 -2.8300 0.3269 0.25
H 2.1217 0.5632 -0.7358 0.24
C 0.1234 0.2836 0.5866 2.19
H -0.0853 -2.6287 -1.3607 0.41
C 1.6534 0.3869 0.3367 -2.08
N -0.8919 2.0142 -0.7754 0.64
C -1.7046 -0.7818 -0.6935 -1.12
H 2.0180 1.2672 0.8545 0.54
H -0.0333 0.6371 -2.0871 0.23
C 0.3796 -2.0532 -0.5262 -1.24
C -0.6247 1.6269 -1.9677 -0.38
H -0.8275 2.2289 -2.8118 0.40
H -2.3977 0.0701 -0.7687 0.31
H 1.3556 -1.7816 -0.9183 0.39
C 0.0136 0.1797 2.1649 -1.31
O -0.5743 1.6123 0.3928 -0.34
H 2.1461 -0.3971 0.7765 0.62
H -0.3594 1.0935 2.4461 0.40
H 1.0236 -0.1317 2.5348 0.37
C -0.4715 -0.7723 -0.2581 -0.21
H -0.7618 -0.6360 2.4110 0.35
H -1.7714 3.3344 0.2238 0.40
```

The calculation puts the highest occupied orbital energy at -13.82 eV. The value obtained for the energy above the lowest of the compared OMol25 structures with the same formula, charge and spin is 146.90 kcal per mole. The SMILES is C=C(C)C(C)(C)O[N+](=C)O. As for the total energy: -479.8904 Eh. The value obtained for the orbital gap is 9.532 eV. The largest force on an atom comes out at 0.091 Eh/bohr. Its net charge is +1. As for the LUMO energy: -4.288 eV.

=====

# 4
# C8H10LuN2S

A molecular structure, C8H10LuN2S at a distorted geometry (ωB97M-V/def2-TZVPD, the OMol25 dataset).

```
22
Properties=species:S:1:pos:R:3:mulliken_charge:R:1
H 1.6682 0.5956 -2.5242 0.61
C 0.2125 -0.0174 3.2028 0.43
C 1.0299 1.5311 -0.5922 -0.31
H -0.4452 2.5025 0.7999 0.41
N 0.1703 -0.2169 2.0105 -0.74
C 0.8570 0.8964 -1.8618 -0.49
C -0.2593 1.9296 -0.1136 -0.59
H 2.4411 -1.5959 0.2379 0.25
H -4.0506 -0.5524 -0.0177 0.00
H -0.9827 0.4914 -3.1021 0.41
H 2.1455 -1.3788 -1.5823 0.22
H -2.3128 1.7213 -1.0397 0.50
H 1.9904 1.7014 -0.0900 0.33
H 0.0326 -2.6561 -1.4733 0.32
N -3.5002 0.3313 0.0928 -0.57
C 1.7473 -1.6832 -0.6146 -0.51
S 0.2409 0.1899 4.7581 -0.51
H 0.4395 -3.1694 0.2719 0.33
C -0.5415 0.8651 -2.1690 -0.81
C 0.6182 -2.4620 -0.5539 -0.89
C -1.2284 1.5342 -1.0955 -0.56
Lu -0.2726 -0.5579 -0.1122 1.16
```

The calculation puts the highest occupied orbital energy (spin up / spin down) at -3.73 / -2.68 eV. As for the total energy: -2053.9694 Eh. The value obtained for the orbital gap (spin up / spin down) is 6.865 / 5.870 eV. The largest force on an atom comes out at 0.091 Eh/bohr. Its net charge is -1. As for the LUMO energy (spin up / spin down): 3.132 / 3.194 eV.